Record 1
{
  "formula": "C9H14AgIn",
  "method": "ωB97M-V/def2-TZVPD",
  "species": ["In", "C", "C", "C", "C", "C", "C", "C", "C", "C", "H", "H", "H", "H", "H", "H", "H", "H", "H", "H", "H", "H", "H", "H", "Ag"],
  "xyz": [[-2.1384, 0.1847, -3.2308], [-0.7690, -1.4538, -2.3505], [-0.7742, -1.1728, -0.7173], [0.6653, -1.4528, 0.0165], [0.9006, -0.1658, 1.0585], [-0.3674, 0.0983, 2.1163], [-0.2959, 1.3495, 3.1779], [1.0430, 2.3176, 3.1276], [2.3027, 2.0474, 2.0866], [2.2444, 0.7929, 1.0274], [-3.4315, 0.4248, -1.9571], [-1.2147, 1.7616, -3.2504], [-2.8271, -0.2561, -4.8286], [-1.2007, -2.5156, -2.5910], [0.2877, -1.3597, -2.8447], [-0.9803, -0.0025, -0.6045], [-1.6322, -1.7341, -0.1434], [0.5263, -2.3923, 0.7392], [1.5679, -1.6218, -0.7092], [-1.3199, -0.6126, 2.0950], [-1.2180, 1.5106, 3.8861], [1.0626, 3.2250, 3.8665], [3.2531, 2.7605, 2.0412], [3.0608, 0.5288, 0.2306], [1.2550, -2.2618, -2.2418]],
  "mulliken_charge": [0.452, -0.829, -0.831, 0.011, 0.409, -0.038, -0.403, -0.248, -0.281, -0.339, -0.260, -0.264, -0.264, 0.453, 0.711, 0.378, 0.181, 0.378, 0.423, 0.290, 0.347, 0.362, 0.342, 0.280, -0.259],
  "orbital_gap_ev": [5.092, 2.761],
  "fmax_ha_per_bohr": 0.131,
  "e_homo_ev": [-10.6, -10.6],
  "e_lumo_ev": [-5.50, -7.83],
  "total_charge": 1,
  "spin_multiplicity": 2,
  "energy_ha": -687.52327
}

=====

Record 2
{
  "formula": "C9H14BClF5O6Si2",
  "method": "ωB97M-V/def2-TZVPD",
  "species": ["F", "C", "F", "F", "Si", "C", "C", "C", "Cl", "O", "Si", "C", "C", "C", "O", "H", "H", "H", "H", "H", "H", "H", "H", "H", "H", "H", "H", "H", "H", "B", "O", "C", "O", "C", "O", "O", "F", "F"],
  "xyz": [[-2.8479, -0.7467, 0.7302], [-2.2269, -1.9190, 0.6457], [-2.8759, -2.7513, 1.4808], [-2.4574, -2.3827, -0.5991], [-0.3247, -1.7636, 0.9685], [0.5552, -3.0342, -0.0734], [1.0155, -2.6081, -1.4894], [1.0896, -1.1148, -1.6924], [1.8457, -0.7969, -3.2903], [0.0042, -2.0270, 2.5613], [-0.1597, -0.7959, 3.6636], [1.4288, 0.1761, 3.8542], [1.7748, 1.0094, 2.6331], [0.7393, 2.1767, 2.2771], [2.2715, 2.2333, 2.7642], [0.0047, -0.3567, 0.6915], [1.3901, -3.4230, 0.5036], [-0.1601, -3.8492, -0.1757], [0.4008, -3.0657, -2.2565], [2.0218, -2.9870, -1.6503], [1.7252, -0.6128, -0.9756], [0.1225, -0.6324, -1.7431], [-1.2503, 0.1279, 3.3074], [-0.4864, -1.4285, 4.9622], [1.3084, 0.9165, 4.6419], [2.2771, -0.4877, 4.0374], [2.1672, 0.4775, 1.7663], [0.7998, 1.8801, 1.1970], [0.6619, 3.2212, 1.9943], [-0.9765, 3.2891, -4.4776], [0.0120, 2.7599, -3.4663], [-0.6196, 2.2276, -2.4572], [-0.1190, 1.7196, -1.4821], [-2.1452, 2.3552, -2.7120], [-3.0051, 1.9596, -1.9719], [-2.3095, 2.9616, -3.8638], [-0.8233, 2.6378, -5.6838], [-0.8287, 4.6543, -4.6196]],
  "mulliken_charge": [-0.228, 0.858, -0.284, -0.236, -0.171, -0.742, -0.691, -0.064, -0.217, -0.201, 0.471, -0.884, 0.465, -0.707, -0.497, 0.016, 0.513, 0.396, 0.362, 0.328, 0.080, 0.165, -0.095, -0.267, 0.397, 0.306, 0.345, 0.111, 0.457, 0.543, -0.406, 0.677, -0.626, 0.570, -0.613, -0.454, -0.337, -0.340],
  "orbital_gap_ev": 8.993,
  "fmax_ha_per_bohr": 0.067,
  "e_homo_ev": -6.5,
  "e_lumo_ev": 2.46,
  "total_charge": -1,
  "spin_multiplicity": 1,
  "energy_ha": -2366.43758
}

=====

Record 3
{
  "formula": "C9H14CaN2O5",
  "method": "ωB97M-V/def2-TZVPD",
  "species": ["Ca", "O", "C", "C", "N", "C", "C", "O", "O", "C", "C", "O", "O", "H", "H", "H", "H", "H", "H", "H", "H", "H", "C", "C", "C", "N", "H", "H", "H", "H", "H"],
  "xyz": [[-0.1608, -0.2216, -0.4191], [-0.0783, 0.4193, 1.9353], [0.8012, -0.4894, 2.6501], [2.1216, -0.4883, 1.9122], [1.9721, -0.9202, 0.5163], [3.0432, -0.3970, -0.3567], [2.5578, -0.3314, -1.8243], [3.2772, -0.7346, -2.7171], [1.3742, 0.1766, -1.9399], [1.9155, -2.4011, 0.4198], [0.5114, -2.9477, 0.7513], [0.3858, -3.8619, 1.5469], [-0.4318, -2.3223, 0.1318], [-0.8923, 0.5100, 2.4413], [0.3467, -1.4801, 2.6803], [0.9406, -0.1283, 3.6699], [2.8420, -1.1104, 2.4569], [2.4945, 0.5377, 1.9046], [3.9528, -0.9994, -0.2870], [3.2774, 0.6243, -0.0495], [2.6626, -2.8596, 1.0740], [2.1423, -2.6746, -0.6127], [-4.1333, -0.9813, -3.9298], [-3.0317, 0.0717, -3.7969], [-2.6847, 0.3147, -2.3965], [-2.3999, 0.5291, -1.3047], [-4.3600, -1.1335, -4.9829], [-5.0416, -0.6628, -3.4218], [-3.8143, -1.9312, -3.5050], [-3.3289, 1.0302, -4.2247], [-2.1143, -0.2369, -4.3006]],
  "mulliken_charge": [1.791, -0.620, -0.452, -0.884, 0.377, -0.538, 0.550, -0.651, -0.926, -0.553, 0.318, -0.667, -0.910, 0.294, 0.332, 0.451, 0.360, 0.365, 0.271, 0.356, 0.308, 0.441, -1.069, -0.172, 0.394, -0.710, 0.315, 0.329, 0.335, 0.285, 0.280],
  "orbital_gap_ev": 8.850,
  "fmax_ha_per_bohr": 0.011,
  "e_homo_ev": -8.9,
  "e_lumo_ev": -0.02,
  "total_charge": 0,
  "spin_multiplicity": 1,
  "energy_ha": -1514.81578
}

=====

Record 4
{
  "formula": "C9H14FN3",
  "method": "ωB97M-V/def2-TZVPD",
  "species": ["C", "C", "C", "C", "C", "C", "C", "C", "C", "N", "N", "N", "F", "H", "H", "H", "H", "H", "H", "H", "H", "H", "H", "H", "H", "H", "H"],
  "xyz": [[-3.7484, -0.6148, -0.0955], [-2.8648, -1.5864, -0.0058], [-3.2123, 0.7422, -0.0478], [-1.1625, -0.1406, 0.1887], [1.0319, 0.7362, 0.6846], [0.6872, -1.6641, 0.4488], [2.2496, 0.6589, -0.2309], [1.8958, -1.7432, -0.4830], [-4.0776, 1.9007, -0.1686], [-1.9071, 0.9014, 0.0993], [0.0918, -0.3416, 0.3862], [2.8767, -0.6852, -0.1249], [-2.7452, -2.8600, 0.0408], [-4.8172, -0.7196, -0.2143], [1.3332, 0.6510, 1.7346], [0.5303, 1.6965, 0.5533], [-0.0430, -2.4221, 0.1580], [0.9892, -1.8690, 1.4826], [1.9626, 0.8276, -1.2719], [2.9660, 1.4307, 0.0584], [2.3587, -2.7294, -0.4002], [1.5883, -1.5900, -1.5213], [-5.0505, 1.7323, 0.2950], [-4.2863, 2.0722, -1.2329], [-3.6052, 2.8025, 0.2149], [3.6963, -0.7420, -0.7449], [3.2189, -0.8364, 0.8363]],
  "mulliken_charge": [-0.675, 0.231, 0.854, 0.592, -0.606, -0.543, -0.678, -0.729, -1.150, -0.411, 0.081, -0.116, -0.144, 0.457, 0.313, 0.412, 0.380, 0.308, 0.374, 0.401, 0.422, 0.364, 0.411, 0.334, 0.356, 0.366, 0.397],
  "orbital_gap_ev": 8.516,
  "fmax_ha_per_bohr": 0.093,
  "e_homo_ev": -16.8,
  "e_lumo_ev": -8.30,
  "total_charge": 2,
  "spin_multiplicity": 1,
  "energy_ha": -614.75192
}

=====

Record 5
{
  "formula": "C9H14MnN2PS",
  "method": "ωB97M-V/def2-TZVPD",
  "species": ["C", "C", "C", "C", "C", "Mn", "P", "H", "H", "H", "H", "H", "H", "H", "H", "C", "N", "C", "C", "N", "C", "S", "H", "H", "H", "H", "H", "H"],
  "xyz": [[-0.5313, -2.6077, -1.4885], [0.0435, -3.7679, -0.8792], [1.4526, -3.7713, -0.7180], [2.1072, -2.5882, -1.1006], [1.3223, -1.4666, -1.6017], [0.1661, -1.5008, -0.1399], [-1.9731, -1.2793, 0.7924], [-1.4982, -2.5682, -2.0087], [-0.5384, -4.6576, -0.6115], [1.9992, -4.6786, -0.3801], [1.8022, -0.5856, -1.9744], [3.2081, -2.5120, -1.0614], [-2.1752, -0.7797, 2.1180], [-3.0254, -2.2480, 0.8137], [-2.6526, -0.2335, 0.0828], [1.6683, 2.9164, -0.1709], [0.3795, 2.7855, 0.4891], [-0.5769, 3.8175, 0.5580], [-1.6608, 3.2781, 1.1707], [-1.3161, 1.9741, 1.5426], [-0.0991, 1.6369, 1.0144], [0.7897, 0.1425, 1.1266], [2.4507, 2.5306, 0.4904], [1.6865, 2.4226, -1.1498], [1.8681, 3.9666, -0.3840], [-0.3529, 4.7847, 0.1611], [-2.6297, 3.7456, 1.4258], [-1.9143, 1.2440, 1.8833]],
  "mulliken_charge": [-0.924, 0.270, -0.397, 0.209, -1.091, 0.043, -0.271, 0.544, 0.413, 0.399, 0.421, 0.381, 0.147, 0.165, 0.161, -0.826, 0.153, -0.041, -0.596, 0.062, 0.199, -0.328, 0.349, 0.307, 0.307, 0.419, 0.381, 0.147],
  "orbital_gap_ev": [5.900, 7.424],
  "fmax_ha_per_bohr": 0.056,
  "e_homo_ev": [-10.2, -10.7],
  "e_lumo_ev": [-4.33, -3.26],
  "total_charge": 1,
  "spin_multiplicity": 4,
  "energy_ha": -2350.96836
}

=====

Record 6
{
  "formula": "C9H14N2",
  "method": "ωB97M-V/def2-TZVPD",
  "species": ["C", "C", "C", "C", "C", "C", "C", "C", "C", "N", "N", "H", "H", "H", "H", "H", "H", "H", "H", "H", "H", "H", "H", "H", "H"],
  "xyz": [[-2.3097, -2.3664, 0.9503], [-0.8222, -3.8755, 0.6605], [-1.1362, -1.7417, 0.6932], [-0.2582, 0.9340, 1.8694], [-0.3773, 0.4590, 0.6633], [-1.2699, 2.0476, -0.9895], [1.1969, 1.5167, -0.9113], [1.2055, -2.4643, 0.2139], [-0.2201, 0.9641, -0.7144], [-2.0930, -3.7116, 0.9198], [-0.1776, -2.6942, 0.5135], [-3.2799, -1.9596, 1.1466], [-0.3323, -4.8262, 0.5749], [0.0478, 1.9589, 2.0496], [-0.4596, 0.3562, 2.7516], [-1.1626, 2.4210, -2.0058], [-1.1477, 2.8793, -0.2980], [-2.2724, 1.6434, -0.8704], [1.3107, 1.8960, -1.9242], [1.3863, 2.3303, -0.2141], [1.9410, 0.7400, -0.7452], [1.6082, -1.7095, 0.8917], [1.7608, -3.3954, 0.3307], [1.3250, -2.1084, -0.8135], [-0.3790, 0.1502, -1.4288]],
  "mulliken_charge": [-0.686, -0.077, 0.067, -0.759, -0.093, -1.494, -1.372, -0.755, 0.892, -0.658, 0.196, 0.422, 0.352, 0.298, 0.315, 0.412, 0.315, 0.381, 0.408, 0.319, 0.333, 0.318, 0.326, 0.232, 0.305],
  "orbital_gap_ev": 8.915,
  "fmax_ha_per_bohr": 0.093,
  "e_homo_ev": -8.4,
  "e_lumo_ev": 0.51,
  "total_charge": 0,
  "spin_multiplicity": 1,
  "energy_ha": -460.70664
}

=====

Record 7
{
  "formula": "C9H14N2OS",
  "method": "ωB97M-V/def2-TZVPD",
  "species": ["C", "C", "C", "C", "C", "C", "C", "C", "C", "N", "N", "O", "S", "H", "H", "H", "H", "H", "H", "H", "H", "H", "H", "H", "H", "H", "H"],
  "xyz": [[-3.4532, -1.5125, -0.0123], [-4.2858, -0.4455, 0.0356], [-2.1137, -1.1290, 0.0708], [-1.9290, 0.2495, 0.1240], [0.1579, -1.2829, 1.0106], [-0.8204, -1.8962, -0.0366], [1.0622, -0.5029, -0.0108], [3.4483, 0.0460, -0.7993], [2.4427, -0.1068, 0.3323], [0.9099, -1.0280, -1.2175], [0.1516, 3.9509, -0.2908], [-0.2176, -1.8123, -1.2505], [-3.4227, 1.0201, 0.2154], [-3.7729, -2.5308, -0.2341], [-5.3718, -0.3804, 0.3506], [-0.4495, -0.7086, 1.6857], [0.9356, -1.9026, 1.6593], [-1.0347, -3.0265, -0.0826], [0.2744, 0.3195, -0.0840], [4.3541, 0.1406, -0.3255], [3.2314, 0.8278, -1.4473], [3.6420, -0.8929, -1.3997], [2.3686, 0.8127, 1.0211], [2.8197, -0.8007, 1.0040], [0.7994, 3.4656, 0.2517], [-0.3623, 4.5521, 0.3820], [0.6358, 4.5738, -0.9521]],
  "mulliken_charge": [-0.925, -0.288, 0.679, -0.294, -0.833, 0.116, 0.858, -1.344, -0.536, -0.509, -0.628, -0.245, -0.159, 0.344, 0.336, 0.433, 0.315, 0.335, -0.076, 0.496, 0.360, 0.288, 0.288, 0.344, 0.182, 0.231, 0.232],
  "orbital_gap_ev": [8.372, 7.073],
  "fmax_ha_per_bohr": 0.107,
  "e_homo_ev": [-7.6, -8.9],
  "e_lumo_ev": [0.73, -1.80],
  "total_charge": 0,
  "spin_multiplicity": 3,
  "energy_ha": -933.99470
}

=====

Record 8
{
  "formula": "C9H14N3O2",
  "method": "ωB97M-V/def2-TZVPD",
  "species": ["C", "C", "C", "C", "C", "C", "C", "C", "C", "N", "N", "N", "O", "O", "H", "H", "H", "H", "H", "H", "H", "H", "H", "H", "H", "H", "H", "H"],
  "xyz": [[-3.1662, -0.2436, 0.1706], [-3.7743, 0.9969, -0.0327], [1.1882, 0.5297, 0.7637], [-1.1603, -1.2327, -0.5367], [1.9110, -0.4005, 1.5398], [1.1911, 1.0838, -0.3890], [3.2623, -0.8763, 0.8453], [2.5737, 0.8759, -1.0675], [2.9953, -0.5059, -0.6351], [-1.9388, 0.8014, -1.2931], [-2.0922, -0.2916, -0.5520], [-4.9382, 1.6606, 0.2825], [-3.0396, 1.6429, -0.9450], [-1.0683, -2.0921, 0.4373], [-3.6402, -0.8040, 0.9442], [2.1665, 0.0770, 2.5687], [1.2983, -1.4291, 1.7544], [-0.1722, -1.1621, -1.4444], [0.5266, 1.8107, -0.7891], [4.1084, -0.2523, 1.3514], [3.3330, -1.9756, 0.9226], [2.5442, 1.1180, -2.0813], [3.1672, 1.5435, -0.5806], [3.8707, -0.7784, -1.2816], [2.1493, -1.0931, -1.0913], [-5.7535, 1.3644, 0.8272], [-4.8650, 2.6218, 0.1087], [-0.6770, -2.9894, 0.2031]],
  "mulliken_charge": [-0.156, 0.424, -0.047, 0.168, -0.093, -0.688, -0.514, -0.848, -0.352, -0.692, 0.642, -0.420, -0.197, -0.409, 0.389, 0.310, 0.052, 0.273, 0.492, 0.285, 0.289, 0.441, 0.380, 0.355, 0.015, 0.223, 0.236, 0.443],
  "orbital_gap_ev": [5.206, 8.214],
  "fmax_ha_per_bohr": 0.138,
  "e_homo_ev": [-10.5, -11.9],
  "e_lumo_ev": [-5.26, -3.71],
  "total_charge": 1,
  "spin_multiplicity": 1,
  "energy_ha": -665.51411
}

=====

Record 9
{
  "formula": "C9H14N3O2",
  "method": "ωB97M-V/def2-TZVPD",
  "species": ["C", "C", "C", "C", "C", "C", "C", "C", "C", "N", "N", "N", "O", "O", "H", "H", "H", "H", "H", "H", "H", "H", "H", "H", "H", "H", "H", "H"],
  "xyz": [[-3.3123, 1.9056, -1.2474], [-2.2824, 1.2951, -0.7506], [2.0193, 1.1351, -0.8063], [-0.8827, 1.5291, -0.6927], [0.2528, 0.3349, 0.5222], [0.9283, -2.6072, 1.3582], [-0.2123, -2.8709, 2.3625], [-0.3541, -1.8670, 1.2656], [2.3685, 0.4387, -2.1192], [1.4148, 0.2593, 0.1124], [-0.0979, 2.3897, -1.2622], [-0.3995, -0.4062, 1.5540], [1.3476, 2.3604, -1.0223], [-0.3587, 3.3848, -1.9288], [-4.2757, 1.5469, -1.0718], [-3.2173, 2.7411, -1.8429], [-2.5198, 0.4153, -0.0130], [2.9641, 1.4996, -0.3893], [1.6469, -2.0238, 1.8557], [1.0696, -3.5420, 0.8208], [-0.7663, -3.8983, 2.3485], [-0.1885, -2.5687, 3.4855], [-1.1476, -1.9955, 0.5358], [1.5630, 0.2636, -2.7374], [3.2139, 0.9920, -2.7263], [2.7299, -0.4735, -1.6214], [-1.4766, -0.1457, 1.5436], [-0.0270, -0.0925, 2.4666]],
  "mulliken_charge": [-1.121, -0.183, 0.171, 0.936, -0.175, -0.516, -0.519, -0.152, -1.094, -0.343, 0.683, 0.055, -0.364, -0.616, 0.307, 0.355, -0.094, 0.339, 0.297, 0.310, 0.251, 0.224, 0.384, 0.313, 0.305, 0.358, 0.444, 0.445],
  "orbital_gap_ev": [8.365, 8.365],
  "fmax_ha_per_bohr": 0.136,
  "e_homo_ev": [-12.1, -12.1],
  "e_lumo_ev": [-3.74, -3.74],
  "total_charge": 1,
  "spin_multiplicity": 1,
  "energy_ha": -665.49779
}